(1)
Density functional theory data (ωB97M-V with the def2-TZVPD basis set) for a structure of composition C18H23Cl6F3N3.

Geometry as XYZ:
```
53
C18H23Cl6F3N3, DFT ωB97M-V with the def2-TZVPD basis set
F 4.28 1.01 1.70
C 2.81 0.95 1.36
F 2.16 1.96 2.25
F 2.29 -0.42 1.57
C 2.67 1.28 -0.24
C 1.19 0.84 -0.88
C -0.04 1.42 0.02
C -0.21 3.02 0.29
C -1.53 3.26 1.17
N -2.38 2.18 1.68
N -2.31 0.85 1.52
C -1.17 0.53 0.69
C -1.04 -1.12 0.38
C -0.77 -2.01 1.71
C -0.70 -3.67 1.44
C -0.95 -4.02 -0.16
C -1.18 -2.95 -1.36
N -1.23 -1.49 -1.05
H 2.84 2.45 -0.37
H 3.56 0.77 -0.85
H 1.14 1.43 -1.92
H 1.13 -0.29 -1.16
H 0.46 3.89 -0.08
H -1.82 4.39 1.42
H -3.20 2.49 2.28
H -0.65 -1.55 2.78
H -0.55 -4.46 2.29
H -0.95 -5.17 -0.45
H -1.35 -3.37 -2.46
Cl 3.18 -4.87 -3.15
C 1.89 -5.76 -4.00
C 0.87 -4.83 -4.63
Cl -0.11 -3.98 -3.41
H 1.43 -6.45 -3.29
H 2.38 -6.35 -4.78
H 0.17 -5.40 -5.25
H 1.35 -4.07 -5.26
Cl -0.53 6.21 -1.66
C 1.14 6.74 -1.97
C 1.78 5.98 -3.13
Cl 2.07 4.27 -2.74
H 1.71 6.62 -1.05
H 1.09 7.81 -2.21
H 2.75 6.43 -3.37
H 1.15 6.02 -4.03
Cl -1.53 0.06 5.27
C -3.14 -0.57 4.86
C -3.31 -2.03 5.28
Cl -2.29 -3.12 4.31
H -3.29 -0.44 3.79
H -3.87 0.05 5.39
H -4.34 -2.34 5.13
H -3.05 -2.17 6.34
```

Values from the calculation:
E_tot, Ha: -3923.97404
Highest occupied orbital energy, eV: -11.2
2S+1: 1
HOMO-LUMO gap, eV: 6.5
Total charge: +1


(2)
Density functional theory data (ωB97M-V with the def2-TZVPD basis set) for a cluster of 3 separate species, C18H23ClN3O6 in total.

Geometry as XYZ:
```
51
C18H23ClN3O6, DFT ωB97M-V with the def2-TZVPD basis set
O 4.36 -2.24 -0.35
C 3.30 -1.59 -0.62
O 2.05 -2.21 -0.60
C 3.42 -0.02 -0.95
C 2.43 0.53 -2.05
C 2.50 2.08 -2.35
C 1.49 2.74 -3.44
C 0.32 3.44 -2.55
C -0.50 2.36 -1.68
Cl -1.67 3.30 -0.58
C 3.47 3.05 -1.62
C 4.42 2.40 -0.57
C 4.44 0.90 -0.19
C 5.26 3.65 -0.06
O 6.13 3.59 0.84
N 4.87 4.86 -0.84
C 3.70 4.61 -1.74
O 3.13 5.50 -2.41
H 1.69 -0.16 -2.60
H 2.14 3.53 -3.99
H 1.08 1.98 -4.18
H -0.35 4.14 -3.16
H 0.88 4.10 -1.78
H 0.18 1.78 -0.95
H -1.06 1.63 -2.36
H 5.18 0.54 0.59
H 4.64 5.63 -0.20
C -2.58 -4.62 -0.71
C -1.44 -3.63 -0.73
O -1.17 -2.96 -1.72
N -0.71 -3.50 0.41
C -0.88 -4.20 1.67
H -3.07 -4.62 -1.69
H -2.20 -5.62 -0.52
H -3.31 -4.34 0.05
H 0.04 -2.82 0.34
H -1.06 -3.45 2.45
H 0.04 -4.73 1.89
H -1.71 -4.90 1.64
C -4.42 -0.49 4.56
C -3.21 -0.72 3.69
O -2.07 -0.58 4.12
N -3.42 -1.08 2.40
C -4.68 -1.29 1.72
H -4.10 -0.20 5.56
H -5.03 0.32 4.15
H -5.00 -1.41 4.63
H -2.56 -1.22 1.87
H -4.71 -2.32 1.35
H -4.73 -0.60 0.87
H -5.53 -1.12 2.38
```

Values from the calculation:
E_tot, Ha: -1775.54276
Highest occupied orbital energy, eV: -5.0
2S+1: 1
HOMO-LUMO gap, eV: 6.6
Total charge: -1


(3)
Density functional theory data (ωB97M-V with the def2-TZVPD basis set) for a structure of composition C18H23CsN15O2S.

Geometry as XYZ:
```
60
C18H23CsN15O2S, DFT ωB97M-V with the def2-TZVPD basis set
Cs 0.97 0.79 1.61
N 4.74 0.22 2.00
C 4.99 -0.45 0.80
N 5.54 0.19 -0.24
N 5.72 -0.76 -1.16
N 5.30 -1.90 -0.69
N 4.82 -1.74 0.56
C 3.55 0.08 2.73
N 3.05 1.07 3.47
N 1.96 0.55 4.04
N 1.81 -0.68 3.66
N 2.80 -1.02 2.82
H 5.01 1.19 1.93
N -6.77 3.98 0.44
C -5.65 3.19 0.17
C -4.87 2.69 1.21
C -3.76 1.91 0.94
C -3.42 1.62 -0.36
C -4.21 2.07 -1.41
C -5.33 2.84 -1.14
S -1.85 0.81 -0.64
O -1.70 0.55 -2.06
O -1.84 -0.37 0.20
N -0.71 1.78 -0.05
C -0.67 3.07 -0.40
N -1.65 3.62 -1.17
C -1.60 4.91 -1.41
C -0.58 5.73 -0.94
C 0.39 5.08 -0.20
N 0.37 3.79 0.09
H -6.72 4.48 1.32
H -7.05 4.58 -0.32
H -5.14 2.93 2.24
H -3.14 1.53 1.75
H -3.92 1.84 -2.42
H -5.95 3.20 -1.96
H -2.41 5.30 -2.02
H -0.55 6.79 -1.15
H 1.25 5.63 0.19
C 2.22 -4.63 0.40
C 1.82 -3.19 0.80
N 1.09 -2.57 -0.30
C -0.20 -3.20 -0.48
C -0.01 -4.73 -0.63
N 1.46 -4.97 -0.84
C 1.95 -4.13 -1.98
C 1.86 -2.65 -1.53
H 2.00 -5.37 1.17
H 3.29 -4.66 0.16
H 2.72 -2.62 1.00
H 1.21 -3.16 1.71
H -0.67 -2.78 -1.37
H -0.85 -2.96 0.37
H -0.55 -5.14 -1.48
H -0.30 -5.27 0.27
H 1.60 -5.95 -1.07
H 1.34 -4.35 -2.85
H 2.99 -4.41 -2.19
H 1.39 -2.04 -2.30
H 2.86 -2.28 -1.34
```

Values from the calculation:
E_tot, Ha: -2089.83759
Highest occupied orbital energy, eV: -4.4
2S+1: 1
HOMO-LUMO gap, eV: 5.7
ΔE to the lowest compared entry with this formula, charge and spin, kJ/mol: 211.1
Total charge: -1


(4)
Density functional theory data (ωB97M-V with the def2-TZVPD basis set) for an isolated molecule of C18H23FN6O4.

Geometry as XYZ:
```
52
C18H23FN6O4, DFT ωB97M-V with the def2-TZVPD basis set
C -3.19 -1.84 -1.69
C -2.78 -0.57 -2.35
N -2.69 -0.40 -3.65
C -2.29 0.91 -3.83
C -2.15 1.53 -2.63
N -2.47 0.58 -1.69
C -2.39 0.77 -0.25
C -3.15 1.99 0.22
C -0.91 0.85 0.16
O -0.44 1.84 0.66
N -0.20 -0.27 -0.11
C 1.25 -0.34 -0.06
C 1.94 -0.01 -1.38
C 1.89 1.48 -1.72
C 2.62 1.76 -3.03
C 2.05 0.89 -4.15
N 2.11 -0.51 -3.75
C 2.17 -1.49 -4.76
O 3.18 -1.79 -5.34
C 0.90 -2.26 -5.04
N 0.64 -3.34 -4.30
C -0.47 -3.98 -4.61
O -0.75 -5.07 -3.87
N -1.34 -3.67 -5.56
C -1.10 -2.58 -6.26
O -1.96 -2.20 -7.20
C 0.05 -1.83 -6.03
F 0.30 -0.72 -6.74
C 1.38 -0.83 -2.54
H -3.41 -2.57 -2.46
H -2.41 -2.26 -1.05
H -4.08 -1.71 -1.07
H -2.13 1.33 -4.81
H -1.85 2.53 -2.36
H -2.83 -0.12 0.21
H -3.09 2.08 1.30
H -2.74 2.90 -0.21
H -4.20 1.90 -0.08
H -0.68 -1.06 -0.50
H 1.58 0.35 0.72
H 1.53 -1.34 0.26
H 2.99 -0.30 -1.27
H 0.85 1.79 -1.80
H 2.32 2.06 -0.91
H 2.53 2.81 -3.29
H 3.68 1.54 -2.93
H 1.01 1.18 -4.34
H 2.64 1.02 -5.05
H -1.57 -5.43 -4.22
H -2.70 -2.82 -7.16
H 1.52 -1.90 -2.33
H 0.30 -0.64 -2.65
```

Values from the calculation:
E_tot, Ha: -1429.13948
Highest occupied orbital energy, eV: -8.9
2S+1: 1
HOMO-LUMO gap, eV: 9.3
ΔE to the lowest compared entry with this formula, charge and spin, kJ/mol: 68.4


(5)
Density functional theory data (ωB97M-V with the def2-TZVPD basis set) for a structure of composition C18H23N10OPtS2.

Geometry as XYZ:
```
55
C18H23N10OPtS2, DFT ωB97M-V with the def2-TZVPD basis set
Pt -0.16 -0.17 -0.04
C 2.95 1.05 2.72
C 2.13 0.57 1.56
N 0.84 0.65 1.53
N 0.21 1.20 2.63
C -1.04 1.47 2.43
N -1.78 2.06 3.36
S -1.86 1.02 0.95
C 2.78 0.02 0.38
C 4.15 -0.07 0.24
C 4.69 -0.51 -0.96
C 3.83 -0.85 -1.99
C 2.46 -0.75 -1.78
N 1.95 -0.34 -0.62
H 2.32 1.39 3.53
H 3.59 1.87 2.39
H 3.60 0.24 3.07
H -1.33 2.42 4.20
H -2.75 2.26 3.22
H 4.80 0.22 1.06
H 5.76 -0.58 -1.09
H 4.20 -1.19 -2.95
H 1.78 -1.00 -2.57
N -0.72 -1.28 3.41
C -0.91 -2.17 2.44
N -1.38 -3.33 2.85
C -1.54 -4.30 1.97
N -2.00 -5.47 2.37
N -1.25 -4.16 0.64
C -0.84 -2.99 0.29
N -0.62 -1.90 1.10
C -0.68 -2.79 -1.15
C -0.68 -3.83 -2.06
C -0.58 -3.54 -3.41
C -0.52 -2.22 -3.81
C -0.53 -1.22 -2.86
N -0.59 -1.51 -1.54
H -0.94 -1.59 4.34
H -0.20 -0.43 3.29
H -2.24 -5.62 3.33
H -2.13 -6.22 1.71
H -0.75 -4.84 -1.68
H -0.57 -4.34 -4.14
H -0.48 -1.95 -4.86
H -0.51 -0.18 -3.12
C -2.46 2.87 -1.93
S -0.76 2.75 -1.44
C 0.01 3.37 -2.91
O -0.41 1.19 -1.54
H -2.68 3.93 -2.05
H -3.08 2.45 -1.15
H -2.60 2.34 -2.88
H -0.25 4.43 -2.97
H -0.36 2.83 -3.78
H 1.09 3.26 -2.81
```

Values from the calculation:
E_tot, Ha: -2237.33896
Highest occupied orbital energy, eV: -17.6
2S+1: 1
HOMO-LUMO gap, eV: 7.3
ΔE to the lowest compared entry with this formula, charge and spin, kJ/mol: 152.6
Total charge: +3


(6)
Density functional theory data (ωB97M-V with the def2-TZVPD basis set) for an isolated molecule of C18H23N3O2S3.

Geometry as XYZ:
```
49
C18H23N3O2S3, DFT ωB97M-V with the def2-TZVPD basis set
C -0.12 -3.84 -0.83
H 0.26 -3.51 0.13
H 0.73 -4.06 -1.47
H -0.69 -4.75 -0.69
C -0.99 -2.76 -1.48
C -0.21 -1.45 -1.61
N 0.01 -0.85 -0.31
C 1.27 -0.79 0.18
O 2.24 -1.12 -0.47
C 1.40 -0.26 1.60
H 0.99 0.75 1.68
H 0.90 -0.92 2.30
S 3.13 -0.22 2.17
C 3.77 1.30 1.37
C 4.45 0.96 0.08
O 5.58 0.55 0.00
N 3.74 1.16 -1.10
C 2.46 1.55 -1.31
N 1.65 2.06 -0.45
C 0.42 2.32 -1.00
C 0.31 2.02 -2.33
S 1.78 1.37 -2.93
H -0.54 2.15 -2.96
C -0.62 2.84 -0.15
C -0.51 3.26 1.15
C -1.73 3.68 1.70
C -2.77 3.58 0.82
S -2.26 2.97 -0.71
H -3.80 3.83 0.97
H -1.84 4.05 2.70
H 0.43 3.28 1.67
H 4.22 0.78 -1.91
H 4.52 1.68 2.07
H 2.95 2.00 1.24
C -1.21 -0.54 0.38
H -1.01 -0.02 1.32
C -2.03 -1.81 0.63
C -3.34 -1.47 1.34
H -3.15 -0.99 2.29
H -3.93 -0.79 0.72
H -3.92 -2.37 1.51
C -2.29 -2.51 -0.70
H -2.80 -3.45 -0.53
H -2.94 -1.87 -1.31
H -1.45 -2.48 1.28
H -1.80 0.13 -0.26
H 0.76 -1.62 -2.08
H -0.78 -0.74 -2.23
H -1.25 -3.10 -2.49
```

Values from the calculation:
E_tot, Ha: -2209.06736
Highest occupied orbital energy, eV: -8.1
2S+1: 1
HOMO-LUMO gap, eV: 8.3
ΔE to the lowest compared entry with this formula, charge and spin, kJ/mol: 0.0


(7)
Density functional theory data (ωB97M-V with the def2-TZVPD basis set) for an isolated molecule of C18H23N3O4.

Geometry as XYZ:
```
48
C18H23N3O4, DFT ωB97M-V with the def2-TZVPD basis set
C 7.55 1.73 2.58
H 6.81 2.27 3.18
O 7.41 2.01 1.21
C 6.24 1.68 0.59
C 6.17 2.00 -0.77
C 5.04 1.72 -1.49
C 3.94 1.11 -0.87
C 4.01 0.80 0.48
C 5.15 1.08 1.21
H 5.17 0.83 2.26
H 3.16 0.33 0.95
C 2.74 0.82 -1.63
N 2.59 1.08 -2.90
O 1.33 0.64 -3.20
C 0.81 0.14 -2.07
N 1.64 0.22 -1.08
C -0.56 -0.41 -2.09
H -0.72 -0.90 -3.05
H -1.26 0.43 -2.03
C -0.82 -1.36 -0.92
C -0.97 -0.61 0.40
C -2.24 0.23 0.41
O -2.40 1.19 -0.33
N -3.17 -0.16 1.30
H -3.06 -1.01 1.82
C -4.47 0.47 1.40
H -4.43 1.41 0.84
H -4.69 0.67 2.45
C -5.57 -0.43 0.82
C -5.36 -0.77 -0.67
H -6.27 -0.58 -1.23
C -5.04 -2.27 -0.66
H -3.97 -2.44 -0.57
C -5.75 -2.72 0.62
H -6.82 -2.87 0.44
H -5.33 -3.63 1.07
O -5.56 -1.67 1.54
H -5.41 -2.79 -1.54
H -4.55 -0.18 -1.09
H -6.54 0.06 0.98
H -0.98 -1.31 1.23
H -0.11 0.05 0.51
H 0.01 -2.06 -0.84
H -1.73 -1.93 -1.13
H 4.98 1.96 -2.54
H 7.03 2.46 -1.23
H 7.47 0.65 2.79
H 8.54 2.07 2.85
```

Values from the calculation:
E_tot, Ha: -1164.92443
Highest occupied orbital energy, eV: -8.3
2S+1: 1
HOMO-LUMO gap, eV: 9.1
ΔE to the lowest compared entry with this formula, charge and spin, kJ/mol: 270.0


(8)
Density functional theory data (ωB97M-V with the def2-TZVPD basis set) for an isolated molecule of C18H23N3O4S.

Geometry as XYZ:
```
49
C18H23N3O4S, DFT ωB97M-V with the def2-TZVPD basis set
C 1.60 1.98 4.20
H 0.58 1.69 3.95
O 1.94 3.04 3.33
C 3.24 3.54 3.56
C 3.59 4.54 2.46
H 4.42 5.17 2.80
H 2.72 5.18 2.29
C 3.99 3.84 1.16
N 2.97 2.94 0.69
C 3.05 1.61 0.89
O 4.06 1.04 1.26
C 1.80 0.85 0.55
C 1.95 -0.40 -0.03
C 0.82 -1.16 -0.35
C -0.45 -0.66 -0.06
C -0.59 0.59 0.54
C 0.53 1.34 0.84
H 0.42 2.29 1.34
H -1.58 0.94 0.76
C -1.64 -1.46 -0.39
O -2.77 -1.12 -0.13
N -1.39 -2.68 -1.02
C -0.14 -3.16 -1.30
S 0.14 -4.61 -2.02
N 0.93 -2.40 -0.93
H 1.84 -2.78 -1.14
C -2.54 -3.41 -1.51
H -3.39 -3.09 -0.92
H -2.36 -4.48 -1.38
C -2.76 -3.10 -3.01
H -1.94 -3.53 -3.59
O -2.76 -1.71 -3.25
C -4.06 -1.21 -3.02
H -4.25 -0.44 -3.78
C -5.04 -2.39 -3.12
H -5.54 -2.55 -2.16
H -5.80 -2.22 -3.87
C -4.14 -3.58 -3.47
H -4.13 -3.75 -4.54
H -4.44 -4.50 -2.97
H -4.10 -0.73 -2.03
H 2.94 -0.78 -0.23
H 2.07 3.35 0.49
H 4.19 4.59 0.38
H 4.89 3.24 1.32
H 3.28 4.02 4.55
H 3.97 2.71 3.56
H 1.65 2.31 5.24
H 2.27 1.13 4.06
```

Values from the calculation:
E_tot, Ha: -1563.18001
Highest occupied orbital energy, eV: -8.5
2S+1: 1
HOMO-LUMO gap, eV: 8.4
ΔE to the lowest compared entry with this formula, charge and spin, kJ/mol: 86.3


(9)
Density functional theory data (ωB97M-V with the def2-TZVPD basis set) for an isolated molecule of C18H23N3O5.

Geometry as XYZ:
```
49
C18H23N3O5, DFT ωB97M-V with the def2-TZVPD basis set
C -7.54 -1.04 -0.47
H -8.29 -0.29 -0.72
O -6.60 -0.39 0.36
C -5.61 -1.23 0.90
C -4.50 -1.55 -0.11
N -3.88 -0.32 -0.55
C -2.57 -0.07 -0.40
O -1.76 -0.90 -0.03
C -2.15 1.36 -0.79
N -0.84 1.62 -0.27
C 0.31 1.53 -0.98
O 0.40 1.45 -2.18
C 1.46 1.64 0.02
N 0.73 1.80 1.27
C -0.61 1.71 1.12
O -1.47 1.75 1.96
H 1.17 1.72 2.17
C 2.28 0.37 0.03
C 1.61 -0.85 0.13
C 2.30 -2.04 0.16
C 3.70 -2.04 0.10
C 4.36 -0.83 0.01
C 3.67 0.38 -0.02
C 4.44 1.66 -0.11
C 3.64 2.84 0.41
C 2.30 2.89 -0.30
H 1.73 3.77 -0.02
H 2.46 2.91 -1.38
H 4.18 3.77 0.24
H 3.48 2.74 1.49
H 5.39 1.57 0.43
H 4.69 1.84 -1.17
H 5.44 -0.79 -0.03
O 4.29 -3.26 0.13
C 5.70 -3.33 0.05
H 5.94 -4.39 0.08
H 6.17 -2.82 0.90
H 6.07 -2.89 -0.88
H 1.78 -2.98 0.23
H 0.53 -0.87 0.18
H -2.86 2.08 -0.38
H -2.10 1.44 -1.88
H -4.52 0.43 -0.75
H -3.72 -2.16 0.36
H -4.90 -2.09 -0.97
H -5.18 -0.68 1.74
H -6.05 -2.17 1.27
H -8.01 -1.88 0.05
H -7.08 -1.41 -1.40
```

Values from the calculation:
E_tot, Ha: -1240.24780
Highest occupied orbital energy, eV: -8.4
2S+1: 1
HOMO-LUMO gap, eV: 9.2
ΔE to the lowest compared entry with this formula, charge and spin, kJ/mol: 0.0